No. 1
C17H30F2INNbO12 | ωB97M-V/def2-TZVPD

Structure (ORCA input):
```
! wB97M-V def2-TZVPD RIJCOSX def2/J DEFGRID3
* xyz -1 1
C 1.81458 -2.90601 -0.75314
C 2.51560 -3.12543 0.58441
N 3.96425 -3.34136 0.38988
Nb 4.92887 -4.85823 1.32994
F 6.28520 -4.65277 0.02316
F 5.78128 -6.31976 2.15543
C 3.55212 -6.37559 0.19637
I 4.81837 -7.24540 -1.36839
C 2.95553 -7.57089 0.94760
C 1.97304 -7.14314 2.03524
H 0.78426 -2.57877 -0.62630
H 1.83238 -3.82595 -1.34161
H 2.38553 -2.16336 -1.31420
H 2.38202 -2.23056 1.19250
H 2.06140 -3.97387 1.10063
H 4.09938 -3.51899 -0.60654
H 3.74716 -4.70062 2.68557
H 5.82884 -3.67231 2.40385
H 2.75664 -5.88714 -0.36846
H 3.76173 -8.16682 1.37245
H 2.40066 -8.20376 0.24650
H 1.68475 -8.02143 2.61991
H 1.05134 -6.75454 1.60201
H 2.40307 -6.41988 2.72323
C 1.40319 1.37332 -0.58191
C 0.27042 2.22481 -0.04506
O -0.66861 1.23128 0.40406
C 0.00805 0.07560 0.63260
O -0.47123 -0.88936 1.14124
O 1.27217 0.17327 0.19477
H 2.38510 1.80931 -0.43788
H 1.27111 1.12073 -1.63434
H 0.56837 2.82529 0.81603
H -0.19635 2.85313 -0.79262
C -0.65321 6.68895 -0.66660
C 0.66368 7.32886 -0.25579
O 1.55833 6.20218 -0.29082
C 1.04312 5.27198 -1.11736
O 1.58282 4.27509 -1.47810
O -0.21790 5.59730 -1.47882
H -1.29279 7.34896 -1.24710
H -1.21289 6.29675 0.17925
H 1.01296 8.07441 -0.97111
H 0.65103 7.76093 0.73994
C -3.54737 -1.52191 -0.28150
C -3.72277 -0.04911 0.00828
O -4.06188 0.47370 -1.28569
C -4.58817 -0.53203 -2.02690
O -5.12617 -0.37797 -3.07715
O -4.41922 -1.71940 -1.40926
H -3.84345 -2.16698 0.53984
H -2.52688 -1.76600 -0.57540
H -4.55266 0.14967 0.68943
H -2.81611 0.40257 0.39200
C -5.34904 5.55532 -0.87448
C -4.05693 4.76558 -0.99815
O -3.32851 5.20910 0.15699
C -4.21234 5.66340 1.07971
O -3.92938 5.94816 2.19678
O -5.44827 5.75403 0.54078
H -6.22370 5.02444 -1.23754
H -5.28915 6.53161 -1.35854
H -4.21305 3.68925 -0.91988
H -3.49025 4.98032 -1.89975
*
```

Summary:
HOMO energy in eV: -4.4
Max |F| in eV/A: 1.7

=====

No. 2
C46H55IrN7O2PS5 | ωB97M-V/def2-TZVPD

Structure (ORCA input):
```
! wB97M-V def2-TZVPD RIJCOSX def2/J DEFGRID3
* xyz 2 1
Ir 1.26223 1.58965 0.82103
C 3.08807 0.73520 2.81123
C 3.15699 -0.43830 1.80651
N 2.53337 -0.06911 0.50851
C 3.46481 0.11989 -0.62984
C 2.94342 1.26663 -1.46733
N 2.49451 2.37791 -0.57287
C 3.60318 3.15686 0.06153
C 4.06789 2.49522 1.34477
N 2.86519 1.99635 2.07195
H 3.98797 0.78971 3.42746
H 2.23157 0.60967 3.47265
H 2.62184 -1.29700 2.21298
H 4.18681 -0.74943 1.62941
H 1.84917 -0.79851 0.21671
H 3.50177 -0.78455 -1.23916
H 4.47128 0.30382 -0.26146
H 2.06932 0.93781 -2.03021
H 3.69695 1.62107 -2.17376
H 1.92506 3.02450 -1.11704
H 3.20634 4.14047 0.29784
H 4.42295 3.27161 -0.64969
H 4.57967 3.23574 1.95840
H 4.76210 1.67568 1.17635
H 2.60969 2.74584 2.72887
C -1.93426 6.81144 0.75851
C -1.72329 5.91607 1.95599
O -0.32497 5.90585 2.35130
P 0.75924 4.83667 1.94040
S -0.18628 3.01314 1.98679
S 2.37035 5.08130 2.98885
O 0.98998 5.01536 0.35024
C 1.56638 6.26408 -0.12184
C 1.64650 6.19156 -1.62627
H -3.00145 6.89550 0.54800
H -1.43865 6.40852 -0.12660
H -1.55101 7.81294 0.95512
H -2.04768 4.89497 1.75682
H -2.25051 6.28762 2.83126
H 2.54835 6.38959 0.33897
H 0.93438 7.08964 0.20628
H 2.37566 5.44466 -1.95198
H 1.95906 7.15494 -2.02862
H 0.67362 5.94371 -2.05302
N -0.28420 0.88781 -0.25358
S -1.57579 0.35563 -0.61254
N -2.20534 -0.92975 0.06477
S -1.63161 -2.24745 0.66068
N -1.02637 -3.36690 -0.14203
S 0.52861 -3.17037 -1.04314
N 1.10564 -1.86102 -0.75806
C 0.93710 -3.59211 -2.75267
C 1.50647 -4.80607 -3.10137
C 1.74116 -5.05804 -4.44679
C 1.37502 -4.12849 -5.41113
C 0.76881 -2.93238 -5.03907
C 0.53458 -2.66257 -3.70261
C 1.24369 -4.56805 -0.15130
C 0.49303 -5.65309 0.28932
C 1.12005 -6.63097 1.04876
C 2.46900 -6.51690 1.36294
C 3.20756 -5.43600 0.90275
C 2.59468 -4.45208 0.13878
C -0.65474 -1.78415 2.08548
C 0.19029 -2.74716 2.62072
C 0.90844 -2.44839 3.77043
C 0.77067 -1.20210 4.37131
C -0.07429 -0.24468 3.82050
C -0.79229 -0.53017 2.66722
C -3.10608 -2.95761 1.35363
C -4.18877 -3.09734 0.49393
C -5.30114 -3.79537 0.92705
C -5.32133 -4.35491 2.20014
C -4.23651 -4.19891 3.04883
C -3.11273 -3.50077 2.62767
C -1.68336 0.06690 -2.37208
C -2.59029 -0.83807 -2.90262
C -2.67875 -0.97660 -4.28025
C -1.87944 -0.20378 -5.11199
C -0.97455 0.70190 -4.57005
C -0.87024 0.83358 -3.19427
C -2.91904 1.50576 -0.32946
C -3.93627 1.25145 0.57615
C -4.86654 2.24811 0.83981
C -4.78386 3.46993 0.18851
C -3.77076 3.70431 -0.73512
C -2.82562 2.72580 -0.98783
H 1.77630 -5.54061 -2.35581
H 2.20012 -5.99301 -4.73837
H 1.54935 -4.34306 -6.45701
H 0.45866 -2.22099 -5.79311
H 0.05623 -1.74132 -3.38897
H -0.55992 -5.72214 0.06114
H 0.55181 -7.48283 1.39860
H 2.94595 -7.27490 1.97031
H 4.26229 -5.36031 1.13308
H 3.15590 -3.60054 -0.22746
H 0.27543 -3.71660 2.14578
H 1.55942 -3.19506 4.20613
H 1.31558 -0.98002 5.28069
H -0.19520 0.72047 4.29704
H -1.47636 0.19965 2.25429
H -4.16227 -2.66298 -0.49625
H -6.15239 -3.90857 0.26953
H -6.18741 -4.91357 2.52908
H -4.25876 -4.62141 4.04402
H -2.27255 -3.37735 3.29733
H -3.21374 -1.43087 -2.24754
H -3.38000 -1.68273 -4.70486
H -1.96409 -0.30506 -6.18610
H -0.35605 1.30633 -5.22079
H -0.16837 1.52531 -2.74525
H -4.00689 0.28704 1.06165
H -5.66448 2.06169 1.54602
H -5.51252 4.24259 0.39754
H -3.72230 4.64848 -1.26110
H -2.02621 2.90912 -1.69612
*
```

Summary:
HOMO energy in eV: -12.5
Max |F| in eV/A: 2.8
Energy above the lowest of the compared OMol25 structures with the same formula, charge and spin in kcal/mol: 24.0

=====

No. 3
C10H16N6 | ωB97M-V/def2-TZVPD

Structure (ORCA input):
```
! wB97M-V def2-TZVPD RIJCOSX def2/J DEFGRID3
* xyz 0 1
C 1.02183 -0.79105 -3.06839
C -0.40321 -0.79957 -2.42687
C -1.16344 0.53853 -2.31014
N -2.15617 0.33222 -1.24982
N -3.38892 -0.29545 -1.56365
N -3.94346 -0.35507 -0.43629
N -3.28668 0.27414 0.52166
C -2.11705 0.63149 0.00935
N -1.12396 1.25417 0.71262
C 0.26972 1.25642 0.26997
C 1.07215 0.86151 1.45132
C 2.26560 1.37859 1.90253
C 2.75507 0.63127 2.95793
C 1.78554 -0.38057 3.16346
N 0.79148 -0.27881 2.18467
C -0.08885 -1.53874 1.89379
H 1.68925 -0.43198 -2.25728
H 1.23131 -0.22009 -4.01412
H 1.31564 -1.84033 -3.28472
H -0.22756 -1.40362 -1.47895
H -0.93670 -1.52290 -3.03756
H -1.61119 0.82346 -3.25614
H -0.42380 1.34467 -2.13421
H -1.39405 1.56598 1.64786
H 0.49889 2.20190 -0.14284
H 0.44677 0.37700 -0.55544
H 2.86874 2.27911 1.59352
H 3.67755 0.64863 3.50319
H 1.48064 -1.06570 4.00109
H 0.31156 -2.12195 0.95454
H -1.08029 -1.28770 1.59878
H -0.13643 -2.06558 2.85016
*
```

Summary:
SMILES string: CCCn1nnnc1NCc1cccn1C
HOMO energy in eV: -8.2
Max |F| in eV/A: 3.8
Energy above the lowest of the compared OMol25 structures with the same formula, charge and spin in kcal/mol: 16.9

=====

No. 4
C4H2FLiO4V | ωB97M-V/def2-TZVPD

Structure (ORCA input):
```
! wB97M-V def2-TZVPD RIJCOSX def2/J DEFGRID3
* xyz 2 4
O 3.08386 0.15931 -0.11474
C 4.20249 -0.14020 -0.05951
O 5.33181 -0.39575 -0.01218
O -2.34442 -1.01298 0.88246
C -2.74369 0.19500 0.65156
C -0.90382 -1.14903 0.67210
O -1.70132 0.95440 0.36766
C -0.54754 0.14532 -0.02227
Li -4.05344 0.76164 -1.08687
H -0.71738 -2.03622 0.05947
H -0.44145 -1.24238 1.66052
F -0.71581 -0.02770 -1.41257
V 1.21616 1.08826 0.33894
*
```

Summary:
HOMO energy (alpha / beta) in eV: -17.9 / -17.9
Max |F| in eV/A: 5.1
Energy above the lowest of the compared OMol25 structures with the same formula, charge and spin in kcal/mol: 0.0

=====

Question: Number 4 is which compound?
Answer: C4H2FLiO4V